(1)
# C20H33BeCl2N4O3S

C20H33BeCl2N4O3S as an isolated structure (wB97M-V/def2-TZVPD, OMol25).

Each line ends with the natural charge from an NBO analysis.
Cartesian coordinates (Å):
Cl1 -1.4332 1.0455 2.1432  -0.79
Cl2 -1.0358 -1.2607 -0.3899  -0.81
S1 1.2023 -1.2165 4.1700  -0.31
O1 1.1921 0.8175 0.5028  -0.66
O2 3.4118 -0.5146 -0.7609  -0.67
O3 -3.4953 -0.0876 0.6434  -0.72
N1 3.0160 -2.7169 2.8151  -0.62
N2 2.5871 1.6698 2.0849  -0.45
N3 1.1055 -2.5218 1.7787  -0.60
N4 2.7800 -1.2369 -2.8312  -0.44
C1 -1.0893 1.9294 -1.4062  -0.28
C2 1.7705 -2.1725 2.9064  0.31
C3 1.9056 -3.3091 0.8626  -0.21
C4 1.7374 -1.6318 -3.7623  -0.41
C5 -2.3144 1.6069 -0.9784  -0.56
C6 -5.9677 1.7066 2.5818  -0.18
C7 -3.5479 1.8707 -1.7566  -0.68
C8 3.0080 1.7709 3.4694  -0.41
C9 1.5157 0.9595 1.6757  0.52
C10 -0.7359 2.6521 -2.6944  -0.67
C11 3.3001 -3.2766 1.5004  -0.23
C12 -5.7445 -0.6815 2.0998  -0.16
C13 -5.3317 0.6525 1.8874  -0.10
C14 -7.0560 1.4310 3.4053  -0.23
C15 4.1503 -1.4055 -3.2686  -0.42
C16 2.5267 -0.7494 -1.5922  0.52
C17 -7.5072 0.1093 3.5609  -0.19
C18 -4.1837 0.8952 1.0407  0.44
C19 -6.8312 -0.9431 2.9231  -0.22
C20 3.3270 2.3915 1.0666  -0.42
Be1 -2.0191 0.2312 0.4441  1.52
H1 -4.1354 0.9548 -1.8813  0.20
H2 -3.8513 1.9226 0.8343  0.21
H3 -8.3617 -0.1109 4.2053  0.21
H4 3.7238 -4.2821 1.5847  0.18
H5 1.5382 -4.3431 0.8303  0.18
H6 4.0564 2.0852 3.4850  0.18
H7 2.7055 3.1920 0.6378  0.19
H8 0.1914 -2.1439 1.5007  0.47
H9 0.9467 0.4749 2.5018  0.17
H10 -0.1876 1.6319 -0.8581  0.23
H11 -1.4920 3.4024 -2.9544  0.19
H12 3.9850 -2.6321 0.9302  0.21
H13 -0.6524 1.9497 -3.5377  0.19
H14 0.7585 -1.5440 -3.2791  0.24
H15 1.8783 -2.8982 -0.1520  0.22
H16 0.2340 3.1544 -2.5943  0.19
H17 4.3469 -0.7709 -4.1407  0.18
H18 2.8879 0.7966 3.9638  0.23
H19 -5.1771 -1.4818 1.6273  0.25
H20 1.8918 -2.6693 -4.0869  0.18
H21 3.6288 1.7121 0.2590  0.24
H22 2.4008 2.5075 4.0169  0.18
H23 4.2056 2.8361 1.5348  0.18
H24 -4.1933 2.6173 -1.2778  0.18
H25 -7.5628 2.2426 3.9366  0.21
H26 -3.2952 2.2512 -2.7601  0.18
H27 3.7396 -2.4507 3.4755  0.41
H28 -5.5695 2.7160 2.4614  0.22
H29 1.7588 -0.9988 -4.6596  0.18
H30 -7.1419 -1.9787 3.0653  0.21
H31 1.4483 -0.5735 -1.3951  0.19
H32 4.8119 -1.1275 -2.4474  0.25
H33 4.3247 -2.4467 -3.5633  0.18

Force components x, y, z for each atom (eV/Å):
-0.202 0.138 0.780
0.183 -0.957 -0.035
0.212 -0.918 0.050
0.597 0.475 0.597
-0.689 -0.383 -0.968
-3.928 0.977 1.499
0.364 -0.013 0.493
0.584 0.286 -0.432
-0.240 0.443 0.539
0.222 -0.188 -0.264
0.029 0.406 -0.554
-0.371 0.073 -0.574
-0.192 -0.278 -0.098
0.015 0.240 0.172
1.880 -1.181 1.347
0.266 -0.570 -0.544
0.132 0.369 -0.648
-0.482 -0.123 0.064
-0.649 -0.866 0.068
-0.098 0.119 -0.068
0.274 0.244 -0.099
-0.061 0.548 0.084
-0.957 -0.363 0.745
-0.193 -0.241 0.116
-0.163 -0.054 -0.064
0.342 0.360 0.940
0.418 0.116 -0.169
1.394 -1.740 -0.231
-0.078 0.168 -0.013
-0.072 0.085 -0.200
1.397 2.144 -2.063
-0.084 0.026 -0.004
0.106 -0.323 -0.082
0.269 0.130 -0.205
0.015 0.139 -0.037
-0.061 0.123 -0.095
-0.180 -0.133 0.130
0.182 -0.151 0.003
0.533 0.029 0.178
0.478 0.453 -0.572
-0.552 0.037 0.064
0.174 -0.025 -0.118
-0.138 -0.112 0.122
0.010 0.108 0.026
0.174 0.009 -0.076
0.026 -0.013 0.243
-0.136 0.011 -0.073
0.040 -0.025 0.064
0.114 0.336 -0.071
-0.198 0.217 0.064
-0.055 0.098 0.126
-0.100 0.168 0.177
0.215 -0.057 0.007
0.013 0.015 -0.119
-0.141 0.006 -0.026
0.214 -0.304 -0.195
-0.395 -0.027 0.039
-0.490 -0.017 -0.345
-0.240 -0.223 0.051
-0.057 -0.045 0.125
-0.016 0.309 0.054
0.364 -0.070 0.148
-0.089 -0.054 -0.132
0.070 0.053 0.059

The calculation puts the relative energy (zero: lowest compared OMol25 entry of this formula, charge and spin) at 0.00 kcal/mol. The charge is -1. The total energy comes out at -2560.112696 Ha. The value obtained for the gap between HOMO and LUMO is 5.3 eV.



(2)
# C20H33Cl2N3O2

A 2-piece molecular cluster, C20H33Cl2N3O2 overall (wB97M-V/def2-TZVPD, OMol25).

Each line ends with the Mulliken spin population.
Cartesian coordinates (Å):
Cl1 2.9470 -6.1717 -2.7549  0.00
Cl2 2.0408 -1.8483 -1.6960  0.00
O1 -2.5171 -3.0550 -1.8203  0.00
O2 -0.8993 2.9461 0.7169  0.62
N1 -1.6152 -4.0473 -1.5706  0.00
N2 -0.3838 -3.8099 -1.9892  0.00
N3 -0.4845 2.7086 1.9937  0.29
C1 0.6447 0.7209 0.8713  -0.03
C2 0.5851 -4.8014 -1.7205  0.00
C3 0.3109 -6.1523 -0.9378  0.00
C4 2.0141 2.6850 1.5494  0.02
C5 2.1044 -4.6315 -2.2173  0.00
C6 0.7506 1.8706 1.9085  0.05
C7 -2.4818 -2.6454 -3.2241  0.00
C8 -2.8382 0.0238 -3.2034  0.00
C9 4.3144 -3.3358 -2.8198  0.00
C10 2.1696 3.9774 2.3386  -0.02
C11 0.9019 4.8176 2.2444  0.02
C12 -0.3606 4.0405 2.6755  0.03
C13 -2.5628 1.0054 -1.9531  0.00
C14 -0.3344 3.8739 4.2156  0.02
C15 -1.6025 4.9399 2.4379  0.00
C16 -1.7636 -1.2075 -3.3040  0.00
C17 0.9434 1.1026 3.2386  0.01
C18 -1.1876 -6.3388 -0.4962  0.00
C19 2.7970 -3.3982 -2.2576  0.00
C20 -2.1689 -5.1658 -0.8753  0.00
H1 -1.5441 5.8528 3.0369  0.00
H2 0.7896 5.1726 1.2125  0.00
H3 1.5061 0.0486 0.9510  0.00
H4 1.0202 5.7129 2.8616  0.00
H5 0.9171 1.7179 4.1320  0.00
H6 -1.5264 0.8467 -1.4731  0.00
H7 5.0270 -3.8936 -2.1095  0.00
H8 -1.5511 -7.2714 0.0444  0.00
H9 0.1709 0.3373 3.3617  0.00
H10 -1.0784 -1.0649 -2.3837  0.00
H11 -2.5247 2.0756 -2.3892  0.00
H12 4.6768 -2.2441 -2.9281  0.00
H13 -3.2565 -5.2834 -0.5686  0.00
H14 -1.6951 5.2639 1.3982  0.00
H15 -1.1192 -1.0485 -4.2318  0.00
H16 0.6325 1.0858 -0.1622  0.00
H17 -3.9073 -0.3946 -3.0470  0.00
H18 1.9133 0.5950 3.2551  0.00
H19 2.9102 2.0707 1.6869  0.00
H20 -2.5223 4.4188 2.7213  0.00
H21 -0.2566 0.1191 1.0276  0.00
H22 -3.5828 -2.4691 -3.5350  0.00
H23 2.4178 3.7524 3.3814  0.00
H24 1.9897 2.9440 0.4833  0.00
H25 -3.3803 0.9760 -1.1476  0.00
H26 -0.5514 4.8213 4.7179  0.00
H27 -1.0889 3.1553 4.5486  -0.01
H28 -2.7896 0.6111 -4.1951  0.00
H29 -2.0750 -3.4260 -3.9480  0.00
H30 1.1141 -6.9231 -0.7112  0.00
H31 0.6358 3.5716 4.6065  0.00
H32 4.3902 -3.7796 -3.8854  0.00
H33 3.0149 4.5461 1.9379  0.00

Force components x, y, z for each atom (eV/Å):
-1.213 2.018 0.769
0.939 -2.015 -0.681
0.218 -0.853 -0.478
0.157 -0.788 2.371
-1.220 -2.790 1.837
1.818 -3.447 1.213
0.395 1.626 -4.063
-0.516 0.452 -0.488
0.114 -2.012 0.954
-4.695 2.713 -0.392
-0.092 0.432 -0.143
-0.697 2.261 0.265
0.925 -1.750 0.816
-0.605 2.181 -1.986
-0.052 -0.366 0.344
-0.344 0.669 -0.050
0.033 -0.043 0.071
0.168 -0.285 -0.320
-0.470 1.220 1.795
0.422 0.930 -0.702
0.159 -0.233 0.190
-0.044 -0.409 -0.709
-0.240 0.792 0.732
0.091 0.119 0.344
2.400 3.546 -2.401
0.173 -2.014 -0.624
4.044 -1.952 0.100
0.247 -0.255 0.078
-0.131 -0.144 0.051
-0.026 0.240 0.293
-0.266 -0.101 0.064
-0.015 0.103 -0.071
-1.695 0.098 -0.660
-1.216 0.790 -1.104
0.462 1.565 -0.818
0.003 0.131 -0.097
-0.943 -0.610 -1.554
-0.170 -1.601 1.001
-0.809 -1.761 0.461
1.563 0.928 -0.839
0.023 -0.253 0.071
-0.939 -0.601 1.175
-0.108 0.088 0.226
1.724 0.611 -0.602
-0.112 0.050 -0.198
-0.244 -0.163 0.031
0.113 -0.001 -0.063
0.028 0.147 0.032
1.708 -0.541 0.813
-0.061 0.045 -0.036
-0.209 -0.083 0.061
1.315 -0.088 -1.257
-0.051 -0.038 -0.305
0.095 0.014 -0.075
-0.279 -0.937 1.670
-0.231 0.802 1.444
-1.179 1.297 -0.468
-0.032 -0.121 -0.054
-0.372 0.450 1.895
-0.060 -0.063 0.073

The charge is +1. The total energy comes out at -2016.405623 Ha. The spin multiplicity is 2. The value obtained for the gap between HOMO and LUMO (spin up / spin down) is 5.6 / 6.2 eV.



| no. | maximum force (eV/Å) |
| --- | --- |
| 1 | 4.317 |
| 2 | 5.437 |